i | 75
Properties=species:S:1:pos:R:3 method="wB97M-V/def2-TZVPD" lumo_energy_ev=3.512 homo_ev=-1.60 gap_ev=5.11 charge=-2
W 0.262 0.220 -2.265
N 4.623 -0.286 0.498
C 4.525 0.454 1.690
C 5.257 0.139 2.824
C 5.132 0.923 3.965
C 4.246 1.987 3.988
C 3.484 2.278 2.862
C 3.650 1.536 1.701
S 2.769 1.931 0.232
N 2.554 0.378 -0.404
C 3.439 -0.514 -0.219
C 3.243 -1.852 -0.820
C 4.033 -2.943 -0.472
C 3.895 -4.123 -1.188
C 2.991 -4.164 -2.229
C 2.197 -3.045 -2.462
N 2.291 -1.930 -1.752
H 5.263 -1.061 0.514
H 5.930 -0.711 2.813
H 5.720 0.685 4.843
H 4.133 2.584 4.884
H 2.761 3.084 2.874
H 4.726 -2.890 0.357
H 4.495 -4.988 -0.933
H 2.860 -5.044 -2.843
H 1.448 -3.062 -3.240
C 0.279 -1.083 1.426
Si -0.530 -1.322 -0.291
C -0.389 -3.208 -0.517
C -2.353 -1.040 0.121
C -2.936 -1.545 1.290
C -4.260 -1.283 1.603
C -5.028 -0.513 0.732
C -4.463 -0.031 -0.439
C -3.122 -0.286 -0.759
Si -2.355 0.291 -2.407
C -3.129 2.003 -2.736
C -3.204 -0.868 -3.634
H 0.135 -1.989 2.027
H -0.224 -0.260 1.939
H 1.344 -0.859 1.409
H -1.086 -3.668 0.192
H 0.615 -3.569 -0.278
H -0.650 -3.562 -1.517
H -2.339 -2.135 1.980
H -4.693 -1.663 2.522
H -6.065 -0.298 0.968
H -5.076 0.555 -1.118
H -3.876 1.919 -3.530
H -2.416 2.769 -3.050
H -3.613 2.371 -1.826
H -4.249 -0.546 -3.698
H -3.187 -1.904 -3.285
H -2.775 -0.819 -4.634
Se 0.722 3.954 -4.637
Sb -0.060 1.682 -4.555
Se 2.057 0.463 -3.926
Se -0.261 2.072 -1.033
Se -1.535 1.190 -6.390
C -0.228 2.701 2.694
Sb -2.245 2.096 2.206
C -2.726 4.006 1.336
C -3.000 2.650 4.171
H -0.250 3.538 3.396
H 0.268 3.002 1.771
H 0.331 1.871 3.127
H -2.406 4.815 1.995
H -3.800 4.083 1.164
H -2.213 4.086 0.378
H -2.799 3.704 4.371
H -2.507 2.043 4.932
H -4.074 2.472 4.231
Se -0.794 -3.743 -5.235
C -0.508 -2.298 -4.220
N -0.248 -1.434 -3.482

ii | 75
Properties=species:S:1:pos:R:3 method="wB97M-V/def2-TZVPD" lumo_energy_ev=3.798 homo_ev=-1.73 gap_ev=5.53 charge=-2
W 0.592 -1.670 0.125
N 3.032 0.210 -1.475
C 4.057 0.433 -0.569
C 5.242 1.006 -1.036
C 6.297 1.268 -0.178
C 6.171 0.950 1.169
C 4.997 0.373 1.628
C 3.911 0.111 0.782
S 2.473 -0.538 1.541
N 0.674 0.123 -0.727
C 1.827 -0.487 -1.311
C 1.626 -1.595 -2.212
C 2.627 -2.252 -2.964
C 2.269 -3.373 -3.660
C 0.951 -3.859 -3.608
C 0.051 -3.205 -2.812
N 0.381 -2.088 -2.146
H 3.303 0.320 -2.439
H 5.324 1.249 -2.092
H 7.206 1.717 -0.561
H 6.985 1.139 1.859
H 4.889 0.117 2.676
H 3.650 -1.911 -2.915
H 3.017 -3.911 -4.230
H 0.653 -4.746 -4.148
H -0.963 -3.562 -2.682
C 1.034 2.370 -2.598
Si -0.157 1.311 -1.609
C -1.463 0.806 -2.875
C -0.970 2.345 -0.223
C -1.523 3.509 -0.767
C -2.176 4.485 -0.026
C -2.267 4.288 1.334
C -1.744 3.127 1.896
C -1.105 2.097 1.185
Si -0.638 0.817 2.718
C 0.783 1.715 3.520
C -2.101 0.780 3.911
H 0.478 3.203 -3.039
H 1.468 1.794 -3.421
H 1.842 2.772 -1.986
H -1.585 1.615 -3.603
H -2.440 0.616 -2.433
H -1.150 -0.092 -3.412
H -1.431 3.665 -1.841
H -2.584 5.370 -0.500
H -2.750 5.018 1.974
H -1.852 3.049 2.970
H 0.408 2.698 3.825
H 1.619 1.842 2.837
H 1.099 1.163 4.408
H -2.734 1.667 3.969
H -1.658 0.617 4.902
H -2.745 -0.079 3.730
Se 0.500 -0.350 6.651
Sb -0.270 -2.386 5.598
Se -0.130 -1.489 2.589
Se 2.088 -3.484 0.196
Se -2.664 -2.550 5.841
C -3.767 -1.981 1.379
Sb -2.666 -0.952 -0.138
C -4.055 0.681 -0.380
C -3.515 -2.111 -1.744
H -4.814 -2.004 1.072
H -3.672 -1.516 2.356
H -3.381 -2.997 1.447
H -4.706 0.457 -1.228
H -3.550 1.631 -0.540
H -4.660 0.746 0.526
H -4.592 -1.932 -1.747
H -3.332 -3.172 -1.582
H -3.099 -1.808 -2.705
Se -2.312 -5.714 -0.380
C -1.433 -4.233 -0.109
N -0.868 -3.223 0.038

Relative energy of each structure, in eV: i 0.889; ii 0.000.

i | 58
Properties=species:S:1:pos:R:3 method="wB97M-V/def2-TZVPD" lumo_energy_ev=0.414 homo_ev=-8.29 gap_ev=8.70 charge=0
C 7.438 0.464 2.187
C 5.916 0.842 2.261
H 5.745 1.469 3.095
H 5.606 1.231 1.352
O 5.354 -0.291 2.513
C 4.891 -1.072 1.769
O 5.132 -0.802 0.695
C 4.059 -2.411 2.225
C 3.531 -3.307 1.148
H 4.272 -3.405 0.442
C 2.275 -2.695 0.562
N 1.362 -2.289 1.379
C 0.209 -2.639 1.173
O -0.268 -3.553 0.513
C -0.869 -2.412 2.283
H -0.441 -2.114 3.498
H -1.630 -2.956 2.405
S -1.754 -0.706 1.937
O -0.886 0.055 1.345
C -2.629 -1.497 0.480
C -2.578 -0.551 -0.756
C -1.606 -0.131 -1.321
O -2.164 0.851 -2.213
C -3.382 1.135 -1.712
N -3.772 0.031 -1.078
C -4.279 2.120 -2.557
C -3.614 3.058 -3.622
C -4.626 3.742 -4.112
C -5.767 4.103 -3.599
C -6.337 3.321 -2.656
C -5.575 2.177 -2.098
H -5.823 1.595 -1.398
H -7.386 3.359 -2.331
C -6.602 5.171 -4.397
H -6.401 6.111 -3.922
H -6.665 5.031 -5.326
H -7.738 4.800 -4.318
H -4.187 4.615 -4.701
H -2.699 2.754 -3.842
C -0.222 -0.663 -1.530
H 0.049 -0.215 -2.658
H -0.143 -1.616 -1.204
H 0.526 -0.034 -0.966
H -3.501 -1.688 0.648
H -1.965 -2.508 0.051
C 1.705 -1.079 2.253
H 0.971 -0.658 2.932
C 2.849 -1.653 3.126
H 3.213 -1.237 3.877
H 2.525 -2.759 3.862
H 2.178 -0.378 1.779
H 1.855 -3.271 -0.309
H 2.547 -1.685 -0.223
H 3.092 -4.009 1.650
H 4.660 -2.728 2.937
H 7.950 1.346 2.103
H 7.657 -0.301 1.246
H 7.941 -0.066 3.125

ii | 58
Properties=species:S:1:pos:R:3 method="wB97M-V/def2-TZVPD" lumo_energy_ev=0.661 homo_ev=-8.11 gap_ev=8.77 charge=0 smiles="COc1ccc(S(=O)(=O)N(CC(=O)N2CCCCCC2)c2ccccc2OC)cc1"
C 4.917 3.837 -1.297
H 3.935 4.291 -1.460
O 4.858 2.433 -1.388
C 4.076 1.754 -0.509
C 3.307 2.343 0.492
C 2.547 1.547 1.329
C 2.549 0.177 1.174
C 3.318 -0.425 0.195
C 4.074 0.363 -0.648
H 4.680 -0.074 -1.425
H 3.324 -1.498 0.096
S 1.595 -0.803 2.328
O 2.507 -1.726 2.943
O 0.871 0.066 3.214
N 0.412 -1.710 1.515
C 0.779 -2.569 0.472
C 1.832 -3.449 0.712
C 2.289 -4.321 -0.259
C 1.678 -4.343 -1.497
C 0.609 -3.501 -1.748
C 0.143 -2.614 -0.786
O -0.935 -1.791 -1.004
C -1.472 -1.721 -2.301
H -2.249 -0.959 -2.257
H -1.924 -2.672 -2.605
H -0.718 -1.421 -3.035
H 0.141 -3.538 -2.718
H 2.019 -5.015 -2.270
H 3.113 -4.982 -0.041
H 2.302 -3.417 1.681
C -0.895 -1.112 1.599
C -0.902 0.251 0.910
O 0.087 0.635 0.310
N -2.006 1.013 1.051
C -3.234 0.549 1.651
H -3.779 1.417 2.028
C -4.098 -0.213 0.639
H -3.466 -0.935 0.120
H -4.872 -0.766 1.176
C -4.766 0.701 -0.387
C -3.792 1.615 -1.132
C -3.245 2.746 -0.259
C -1.980 2.360 0.511
H -1.111 2.399 -0.151
H -1.817 3.073 1.329
H -4.026 3.076 0.429
H -2.991 3.602 -0.886
H -4.322 2.051 -1.982
H -2.958 1.031 -1.525
H -5.516 1.319 0.113
H -5.292 0.076 -1.113
H -3.009 -0.095 2.502
H -1.635 -1.793 1.182
H -1.091 -0.963 2.664
H 1.937 1.976 2.107
H 3.292 3.413 0.627
H 5.312 4.161 -0.329
H 5.596 4.154 -2.086

Relative energy of each structure, in eV: i 19.058; ii 0.000.

i | 22
Properties=species:S:1:pos:R:3 method="wB97M-V/def2-TZVPD" s2=0.750 lumo_energy_ev="3.317 / 3.601" homo_ev="1.10 / -6.06" gap_ev="2.21 / 9.66" charge=-1 spin_multiplicity=2
C -0.978 2.361 2.040
C -0.046 1.994 0.940
C -0.704 1.033 -0.158
N 0.346 1.919 -2.902
C 0.849 0.962 -2.021
N 0.409 0.510 -0.932
H -0.686 3.295 2.596
H -1.956 2.734 1.688
H -1.125 1.643 2.860
H 0.503 2.744 0.329
H 0.823 1.424 1.259
H -1.312 1.827 -0.716
H -1.170 0.109 0.176
H 0.947 2.535 -3.421
H -0.555 2.300 -2.664
H 1.682 0.439 -2.484
H -0.736 -6.700 -0.327
H -0.103 -5.335 -0.516
O 0.108 -6.244 -0.237
H 0.421 -2.044 2.234
H -0.030 -0.593 1.944
O 0.288 -1.182 2.645

ii | 22
Properties=species:S:1:pos:R:3 method="wB97M-V/def2-TZVPD" s2=0.750 lumo_energy_ev="3.629 / 3.565" homo_ev="0.79 / -6.28" gap_ev="2.84 / 9.84" charge=-1 spin_multiplicity=2
N -0.370 -2.473 -0.679
C -0.086 -1.042 -0.541
C 0.971 -0.874 0.555
C 1.574 0.510 0.644
O 2.331 0.732 -0.565
C -1.339 -0.227 -0.230
N -2.279 -0.274 -1.356
H -0.978 -2.614 -1.478
H -0.928 -2.782 0.115
H 0.381 -0.719 -1.471
H 1.783 -1.556 0.298
H 0.557 -1.246 1.494
H 2.214 0.566 1.523
H 0.795 1.274 0.697
H 3.000 1.390 -0.335
H -1.044 0.775 0.085
H -1.797 -0.694 0.636
H -1.774 0.093 -2.160
H -2.994 0.432 -1.197
H -1.313 2.290 2.158
H -0.813 3.555 1.497
O -0.489 2.683 1.796

Relative energy of each structure, in eV: i 0.995; ii 0.000.

i | 13
Properties=species:S:1:pos:R:3 method="wB97M-V/def2-TZVPD" lumo_energy_ev=0.432 homo_ev=-8.78 gap_ev=9.21 charge=0 smiles="O=C(O)CCSS"
C -0.091 0.411 -0.400
C 0.137 -0.203 -1.768
O 1.283 -0.906 -1.761
O -0.566 -0.056 -2.724
C -0.706 -0.604 0.537
S -0.382 -0.416 2.361
S 0.706 1.315 2.573
H 0.876 0.688 -0.013
H -0.657 1.338 -0.459
H 1.613 -1.174 -2.628
H -0.263 -1.588 0.421
H -1.788 -0.704 0.452
H -0.163 1.899 3.409

ii | 13
Properties=species:S:1:pos:R:3 method="wB97M-V/def2-TZVPD" lumo_energy_ev=0.383 homo_ev=-9.85 gap_ev=10.24 charge=0 smiles="O=C(S)[C@@H](S)CO"
C 0.536 0.780 0.693
C 0.048 -0.624 0.291
C -1.451 -0.748 0.008
H 1.252 1.285 -0.999
H -0.170 1.200 1.413
H 1.514 0.697 1.213
H 0.208 -1.311 1.137
H 1.988 -1.764 -0.486
H -1.180 1.265 -1.168
O 0.621 1.691 -0.380
O -2.083 -1.650 0.493
S 0.967 -1.252 -1.165
S -2.251 0.431 -1.050

Relative energy of each structure, in eV: i 0.000; ii 0.528.